No. 1
10
Properties=species:S:1:pos:R:3 method="wB97M-V/def2-TZVPD" lumo_energy_ev=0.53 energy_ha=-1042.41654 spin_multiplicity=1 smiles=Sc1conc1S orbital_gap_ev=9.41
C 0.528 -0.266 -0.043
C 0.848 1.119 0.025
C -0.908 -0.243 -0.079
H 2.801 -0.900 0.035
H 1.784 1.645 0.042
H -3.075 -0.899 0.241
N -1.364 0.986 -0.092
O -0.295 1.838 -0.046
S 1.678 -1.620 -0.051
S -1.996 -1.659 -0.032



No. 2
80
Properties=species:S:1:pos:R:3 method="wB97M-V/def2-TZVPD" charge=-1 lumo_energy_ev=2.30 energy_ha=-7292.40478 spin_multiplicity=1 orbital_gap_ev=6.19
Ga 0.850 -1.596 0.615
I 1.293 -2.442 3.127
Cl 1.609 -0.300 -2.130
C 3.194 -1.075 -2.078
Cl 3.292 -2.395 -3.281
C 3.575 -1.642 -0.698
O 4.766 -1.797 -0.528
O 2.669 -1.914 0.169
H 3.935 -0.339 -2.371
O 1.199 0.353 0.827
P 1.683 1.303 1.892
C 3.312 0.943 2.535
C 3.531 0.491 3.831
C 4.796 0.064 4.210
C 5.832 0.063 3.290
C 5.617 0.502 1.990
C 4.363 0.945 1.615
C 0.499 1.447 3.223
C 0.726 2.251 4.339
C -0.239 2.345 5.326
C -1.432 1.641 5.194
C -1.659 0.850 4.081
C -0.695 0.742 3.086
C 1.806 2.923 1.111
C 1.003 3.166 -0.002
C 1.038 4.404 -0.622
C 1.870 5.403 -0.134
C 2.674 5.164 0.971
C 2.645 3.924 1.591
H 2.712 0.440 4.533
H 4.957 -0.306 5.213
H 6.807 -0.307 3.579
H 6.418 0.471 1.264
H 4.189 1.266 0.594
H 1.652 2.805 4.438
H -0.063 2.960 6.199
H -2.183 1.707 5.971
H -2.581 0.293 3.983
H -0.859 0.089 2.229
H 0.377 2.373 -0.391
H 0.422 4.586 -1.492
H 1.901 6.368 -0.625
H 3.330 5.939 1.344
H 3.288 3.731 2.441
C -0.979 -1.762 0.329
Ge -1.874 -1.738 -1.313
C -1.630 -3.190 -2.630
C -0.357 -3.426 -3.154
C -0.112 -4.480 -4.020
C -1.142 -5.341 -4.376
C -2.412 -5.133 -3.860
C -2.650 -4.067 -2.997
C -1.623 -0.062 -2.311
C -1.346 -0.003 -3.675
C -1.179 1.215 -4.326
C -1.288 2.402 -3.618
C -1.571 2.364 -2.258
C -1.735 1.145 -1.615
C -3.818 -1.713 -0.932
C -4.772 -1.531 -1.936
C -6.127 -1.455 -1.644
C -6.557 -1.559 -0.327
C -5.626 -1.735 0.685
C -4.270 -1.809 0.382
H -1.198 -2.735 0.800
H 0.466 -2.779 -2.875
H 0.888 -4.637 -4.407
H -0.953 -6.171 -5.044
H -3.220 -5.804 -4.124
H -3.649 -3.926 -2.603
H -1.251 -0.923 -4.241
H -0.956 1.236 -5.386
H -1.155 3.352 -4.121
H -1.668 3.289 -1.699
H -1.951 1.123 -0.551
H -4.451 -1.438 -2.969
H -6.847 -1.311 -2.441
H -7.613 -1.496 -0.093
H -5.954 -1.812 1.715
H -3.540 -1.932 1.174



No. 3
160
Properties=species:S:1:pos:R:3 method="wB97M-V/def2-TZVPD" charge=-2 lumo_energy_ev=3.22 energy_ha=-3963.30337 spin_multiplicity=1 orbital_gap_ev=3.91
Rb -0.338 0.532 0.033
C -2.718 3.635 0.437
N -1.875 3.145 1.509
C -2.680 2.460 2.510
C -1.083 4.212 2.093
C 0.225 3.738 2.705
N 1.176 3.193 1.748
C 1.519 4.119 0.689
C 2.382 2.787 2.441
H -3.439 4.399 0.786
H -3.286 2.809 0.008
H -2.106 4.071 -0.356
H -2.063 2.103 3.333
H -3.157 1.583 2.070
H -3.463 3.126 2.916
H -1.657 4.747 2.871
H -0.874 4.948 1.315
H 0.024 2.962 3.448
H 0.675 4.597 3.245
H 1.892 5.085 1.082
H 0.666 4.314 0.040
H 2.301 3.671 0.076
H 2.884 3.645 2.929
H 3.074 2.333 1.732
H 2.144 2.046 3.204
N -3.377 2.648 -4.043
C -4.413 1.729 -4.303
C -5.207 1.896 -5.426
C -6.248 1.015 -5.693
C -6.493 -0.043 -4.837
C -5.686 -0.221 -3.718
C -4.656 0.662 -3.441
S -3.627 0.384 -2.033
N -2.409 1.533 -2.185
C -2.393 2.427 -3.085
C -1.205 3.341 -3.165
C -1.181 4.440 -4.018
C 0.011 5.135 -4.168
C 1.121 4.712 -3.465
C 0.978 3.641 -2.590
N -0.159 2.982 -2.426
H -3.067 3.155 -4.855
H -5.008 2.725 -6.096
H -6.859 1.161 -6.575
H -7.295 -0.741 -5.037
H -5.849 -1.064 -3.057
H -2.061 4.764 -4.558
H 0.067 5.981 -4.841
H 2.087 5.185 -3.582
H 1.816 3.271 -2.014
C 4.009 -1.226 -1.280
C 3.566 -2.600 -0.772
C 2.505 -2.665 0.338
Sb 2.586 -1.040 1.734
C 1.997 -2.140 3.488
C 2.657 -1.953 4.702
C 2.191 -2.543 5.869
C 1.049 -3.330 5.839
C 0.382 -3.523 4.638
C 0.852 -2.932 3.473
C 4.685 -1.208 2.199
C 5.258 -2.445 2.488
C 6.611 -2.557 2.772
C 7.419 -1.427 2.773
C 6.865 -0.189 2.485
C 5.508 -0.085 2.201
Sb 2.521 0.298 -1.942
C 4.539 1.359 -2.626
C 4.752 2.658 -2.159
C 5.895 3.399 -2.452
C 6.894 2.844 -3.239
C 6.730 1.547 -3.712
C 5.579 0.831 -3.403
C 1.864 0.743 -4.053
C 0.488 0.624 -4.290
C -0.080 0.935 -5.516
C 0.721 1.365 -6.570
C 2.087 1.475 -6.368
C 2.643 1.172 -5.125
H 4.720 -1.373 -2.095
H 4.578 -0.689 -0.509
H 4.462 -3.125 -0.411
H 3.184 -3.181 -1.616
H 2.578 -3.596 0.906
H 1.512 -2.582 -0.107
H 3.549 -1.335 4.743
H 2.715 -2.377 6.804
H 0.670 -3.777 6.750
H -0.527 -4.112 4.611
H 0.282 -3.044 2.557
H 4.637 -3.334 2.493
H 7.038 -3.530 2.989
H 8.477 -1.513 2.990
H 7.488 0.697 2.471
H 5.093 0.888 1.959
H 4.000 3.118 -1.517
H 6.010 4.405 -2.059
H 7.789 3.409 -3.476
H 7.504 1.093 -4.324
H 5.488 -0.180 -3.796
H -0.143 0.244 -3.493
H -1.150 0.811 -5.660
H 0.285 1.591 -7.538
H 2.732 1.792 -7.182
H 3.711 1.293 -4.999
N 1.003 -1.151 -1.896
C 0.859 -2.108 -2.804
C 1.829 -2.497 -3.794
C 1.615 -3.530 -4.684
C 0.432 -4.271 -4.691
C -0.546 -3.914 -3.759
C -0.351 -2.883 -2.865
H 2.765 -1.949 -3.840
H 2.397 -3.766 -5.402
H 0.274 -5.078 -5.397
H -1.491 -4.453 -3.739
H -1.137 -2.612 -2.169
C -4.228 0.132 6.382
C -2.972 0.096 5.544
C -1.817 0.718 5.997
C -0.667 0.672 5.190
C 0.619 1.275 5.697
C -0.711 0.060 3.964
C -1.874 -0.609 3.444
C -3.003 -0.562 4.319
N -1.753 -1.160 2.234
C -2.730 -2.104 1.724
C -2.127 -2.682 0.430
C -3.028 -3.729 -0.228
C -4.370 -3.084 -0.582
C -5.013 -2.518 0.687
C -5.249 -3.662 1.681
C -3.914 -4.333 2.024
C -3.273 -4.882 0.748
C -2.973 -3.306 2.663
C -4.086 -1.479 1.330
H -4.031 0.557 7.368
H -4.641 -0.871 6.519
H -5.003 0.738 5.904
H -1.791 1.199 6.970
H 0.840 0.915 6.705
H 0.563 2.367 5.746
H 1.460 1.002 5.059
H 0.187 0.019 3.354
H -3.938 -1.025 4.034
H -1.145 -3.106 0.660
H -1.944 -1.858 -0.268
H -2.543 -4.103 -1.134
H -5.035 -3.823 -1.047
H -4.205 -2.288 -1.314
H -5.973 -2.048 0.438
H -5.938 -4.398 1.248
H -5.715 -3.272 2.593
H -4.092 -5.153 2.729
H -3.924 -5.635 0.286
H -2.325 -5.372 0.989
H -2.002 -3.768 2.867
H -3.374 -2.979 3.623
H -4.582 -1.036 2.197
H -3.889 -0.659 0.632



No. 4
13
Properties=species:S:1:pos:R:3 method="wB97M-V/def2-TZVPD" lumo_energy_ev=0.75 energy_ha=-269.56439 spin_multiplicity=1 smiles=OCCCO orbital_gap_ev=10.74
O -0.854 1.249 0.783
C -1.229 -0.009 0.212
C -0.148 -0.525 -0.736
C 1.259 -0.380 -0.156
O 1.716 0.951 -0.202
H -0.868 1.166 1.742
H -2.178 0.124 -0.322
H -1.399 -0.743 1.010
H -0.177 0.021 -1.685
H -0.365 -1.579 -0.957
H 1.277 -0.779 0.875
H 1.970 -0.974 -0.740
H 0.995 1.480 0.176



Here are the calculated energy above the lowest of the compared OMol25 structures with the same formula, charge and spin numbers, same order: 51.5 3.1 0.0 19.1 (kcal per mole).